1.
{
  "formula": "C15H25Br2N5NaO2P",
  "method": "wB97M-V/def2-TZVPD",
  "lumo_ev": 0.13,
  "homo_energy_ev": -5.68,
  "relative_energy_kcal_mol": 0.0,
  "orbital_gap_ev": 5.807,
  "species": ["C", "C", "H", "H", "H", "H", "C", "Na", "H", "H", "P", "H", "H", "C", "H", "H", "C", "C", "N", "H", "H", "C", "C", "N", "H", "C", "O", "H", "Br", "H", "N", "C", "H", "C", "H", "H", "H", "C", "C", "C", "H", "H", "H", "H", "C", "H", "H", "Br", "N", "O", "N"],
  "positions_angstrom": [[4.12, -2.56, -1.56], [5.62, -1.79, 0.23], [-0.52, -2.37, 1.49], [-4.71, -1.92, -2.31], [4.92, 1.43, -0.31], [-1.31, 4.05, -0.71], [-1.65, 0.77, 3.97], [-0.22, 0.02, -0.02], [4.89, -3.25, -1.91], [5.69, -1.71, 1.32], [2.90, -0.09, -0.12], [4.85, 0.58, 1.22], [3.26, 0.52, -2.46], [-4.09, -2.07, -1.43], [-2.15, 0.30, 4.81], [3.32, -1.68, 1.64], [-3.06, -1.20, -1.14], [-1.11, -0.24, 2.97], [4.29, -2.45, -0.06], [5.59, 0.30, -2.31], [-0.82, 1.37, 4.32], [-3.47, -3.29, 0.52], [-4.30, -3.14, -0.58], [-1.74, -1.44, 2.95], [-5.10, -3.85, -0.77], [-2.47, -2.35, 0.75], [0.47, -2.06, -0.30], [-1.21, 3.96, 1.08], [-2.35, 1.94, 0.14], [-2.36, 1.42, 3.45], [-2.28, -1.33, -0.08], [5.52, -0.68, -1.83], [2.19, -0.90, -2.28], [3.11, -0.42, -1.92], [-2.61, -1.50, 3.46], [6.34, -1.30, -2.20], [4.28, -3.40, 0.30], [-1.53, -2.46, 1.93], [-1.11, 3.43, 0.15], [3.13, -1.73, 0.57], [3.12, -2.97, -1.70], [-2.86, -0.36, -1.80], [1.36, -2.20, 0.07], [-1.67, -3.44, 2.40], [4.69, 0.46, 0.15], [6.42, -2.43, -0.15], [-3.60, -4.12, 1.21], [0.68, 2.70, 0.03], [4.26, -1.30, -2.21], [-0.16, 0.02, 2.26], [5.68, -0.50, -0.39]],
  "mulliken_charge": [-0.8269, -0.8048, -0.1422, 0.3861, 0.3819, 0.4094, -1.2128, 0.7745, 0.3169, 0.3951, 0.5571, 0.4377, 0.3902, -0.8671, 0.3782, 0.3738, -0.2576, 0.7631, 0.0766, 0.3741, 0.3253, -0.7501, -0.3241, -0.1090, 0.3818, 0.5953, -1.0664, 0.3545, -0.1304, 0.2204, 0.1724, -0.9415, 0.5053, -0.6864, 0.2355, 0.2935, 0.3230, -0.5383, -0.4905, -1.1036, 0.4577, 0.4529, 0.3239, 0.4323, -1.0671, 0.3532, 0.3834, -0.0364, 0.0356, -0.5857, 0.0799]
}

***

2.
{
  "formula": "C18H45N3NaO10SSn2",
  "method": "wB97M-V/def2-TZVPD",
  "lumo_ev": -11.04,
  "homo_energy_ev": -13.59,
  "orbital_gap_ev": 2.553,
  "charge": 3,
  "species": ["Na", "H", "Sn", "C", "H", "O", "H", "C", "H", "H", "H", "O", "O", "H", "O", "H", "H", "H", "H", "H", "C", "H", "C", "H", "O", "N", "H", "H", "H", "C", "C", "H", "H", "C", "H", "H", "H", "H", "H", "S", "C", "H", "Sn", "H", "H", "H", "H", "H", "C", "O", "H", "H", "C", "N", "H", "C", "C", "O", "N", "H", "H", "C", "C", "H", "C", "H", "H", "H", "H", "O", "H", "C", "C", "H", "H", "O", "H", "C", "O", "H"],
  "positions_angstrom": [[2.97, 3.52, 1.14], [-0.76, 2.65, 5.46], [1.92, -2.11, 1.95], [1.99, 2.37, -5.39], [-1.11, -4.51, 2.82], [-3.31, 1.09, -0.87], [-0.07, -6.19, 4.01], [-4.47, 0.64, -0.20], [6.46, 1.75, -1.10], [1.10, -4.95, 5.72], [0.77, -6.05, 1.19], [0.96, 0.61, -1.98], [0.09, 0.07, 0.12], [5.06, 3.43, -2.12], [-1.68, 2.63, 3.59], [-3.05, -0.75, -1.75], [-2.95, 0.53, -2.96], [-1.68, 0.30, -1.79], [-4.32, 3.45, 2.79], [-3.25, 2.88, 4.93], [0.96, -2.16, 5.59], [-0.32, -3.38, -2.10], [-4.85, 1.77, 0.79], [-0.82, -6.37, 1.61], [1.67, 1.84, 0.00], [-0.14, -4.64, 2.54], [-5.88, 1.60, 1.14], [0.33, 2.75, 3.93], [4.93, 1.32, -0.49], [0.10, -2.91, -1.21], [3.58, 3.20, -3.70], [1.61, 3.40, -5.40], [1.70, -1.40, 5.35], [5.60, 1.12, -1.34], [-0.69, -2.24, -0.85], [-3.54, 0.79, 2.04], [2.13, 1.77, -3.49], [3.70, 2.72, -1.40], [-5.29, 0.51, -0.90], [1.32, 0.52, -0.60], [0.85, 1.37, -5.67], [0.18, 1.53, -4.82], [-1.13, 2.43, 1.03], [-1.53, 2.62, -6.36], [1.04, -2.39, 6.65], [1.32, 0.40, -5.84], [-5.11, 2.20, 3.31], [-0.04, -1.73, 5.43], [-4.07, 2.41, 3.04], [0.44, -3.75, -0.13], [0.87, -2.19, -1.47], [-1.01, 3.06, -7.88], [0.54, -4.42, 4.94], [2.80, 2.06, -4.19], [-4.22, -0.29, 0.32], [-0.17, -5.52, 1.36], [-2.77, 0.29, -1.91], [0.13, 1.61, -6.86], [-3.76, 1.74, 1.78], [-1.54, -4.35, 0.14], [-4.90, 2.77, 0.37], [0.48, -5.31, 3.68], [-0.59, 2.82, -6.90], [5.95, 0.09, -1.27], [-0.57, 2.38, 4.43], [2.73, 2.36, -6.20], [-0.48, 1.28, 4.38], [-0.19, 3.66, -6.34], [-0.59, -5.49, -0.75], [4.94, 1.52, -2.49], [4.37, 3.37, -4.43], [-3.00, 2.26, 4.08], [-0.53, -4.75, 0.05], [1.44, -5.77, 3.44], [-0.49, -4.21, 5.22], [1.29, -3.20, 4.64], [-3.08, 1.23, 4.46], [4.25, 2.73, -2.37], [2.36, -0.49, -0.43], [3.02, 4.12, -3.55]],
  "mulliken_charge": [0.9555, 0.3568, 1.4678, -0.7239, 0.2522, -0.2129, 0.4052, -0.6455, 0.3481, 0.3682, 0.4212, -0.5342, -0.7285, 0.6285, -0.2083, 0.3184, 0.3127, 0.0386, 0.4544, 0.4198, -0.7891, 0.4006, -0.8068, 0.4846, -0.6155, -0.0316, 0.4562, 0.1843, 0.0840, -0.7650, -0.8175, 0.3215, 0.2758, -0.5631, 0.2554, 0.1910, 0.0159, -0.3149, 0.4162, 0.9008, -0.1907, 0.2586, 1.2518, 0.2123, 0.3482, 0.2843, 0.4648, 0.3033, -1.0032, -0.1412, 0.2412, 0.3203, -0.5866, -0.0709, 0.3895, -0.9892, -0.5127, -0.4092, 0.0304, 0.3637, 0.3564, -0.9285, -0.6383, 0.2933, -0.7021, 0.2933, 0.3187, 0.2760, 0.4255, -0.3255, 0.4200, -0.5301, -0.5779, 0.4883, 0.3982, -0.2286, 0.4258, 0.0214, -0.6631, 0.3352]
}

***

3.
{
  "formula": "C11H8ClN3O4",
  "method": "wB97M-V/def2-TZVPD",
  "lumo_ev": -1.00,
  "homo_energy_ev": -9.64,
  "smiles": "Cc1cc(NC(=O)c2cc([N+](=O)[O-])ccc2Cl)no1",
  "orbital_gap_ev": 8.641,
  "species": ["O", "C", "C", "C", "H", "H", "N", "H", "O", "H", "N", "C", "O", "H", "C", "N", "Cl", "H", "C", "C", "C", "C", "C", "C", "H", "O", "H"],
  "positions_angstrom": [[-3.45, -1.32, 0.25], [2.02, 1.61, -1.29], [-2.06, 0.21, 0.83], [0.66, 1.39, 0.70], [-3.36, -2.34, -2.26], [-2.30, 1.61, 2.25], [-3.23, -0.31, 1.13], [-0.57, -0.27, -0.79], [-0.23, 2.88, 2.32], [-2.49, -3.44, -1.19], [-1.62, 1.27, 1.58], [1.42, 0.30, 1.10], [2.90, -1.86, 1.70], [3.60, 0.17, -1.50], [-2.46, -2.46, -1.65], [3.24, -1.27, 0.69], [0.01, 3.38, -0.99], [-1.58, -2.38, -2.28], [2.47, -0.13, 0.29], [-2.42, -1.41, -0.60], [-0.42, 1.93, 1.60], [0.97, 2.05, -0.49], [2.77, 0.52, -0.90], [-1.49, -0.46, -0.29], [1.21, -0.22, 2.02], [4.18, -1.58, 0.00], [2.24, 2.13, -2.21]],
  "mulliken_charge": [-0.1201, -0.5948, 0.4919, -0.4076, 0.3286, 0.3138, -0.7275, 0.3418, -0.6055, 0.3147, 0.0177, 0.3188, -0.6069, 0.5088, -1.2502, 1.0360, -0.1977, 0.3150, -0.3030, -0.4866, -0.3744, 0.9472, -0.3801, 0.7739, 0.5058, -0.6219, 0.4623]
}